[1]
Computed, not measured: a 3-piece molecular cluster, C24H39IO10S overall in a non-equilibrium geometry, with wB97M-V/def2-TZVPD.

The geometry in XYZ format:
```
75
Properties=species:S:1:pos:R:3:forces:R:3
I -6.7164 0.6020 4.0070 0.1737 0.1431 -0.2555
S -1.1184 0.6142 2.1297 0.9397 -0.6987 1.9911
O 3.8523 -1.8289 -2.4815 0.0227 0.0737 -0.0001
O -0.1654 -5.1947 1.1639 -0.0036 0.0615 -0.0056
O -5.1229 3.0046 3.3284 -0.5233 -2.1713 -1.0059
O -1.0510 -0.0134 0.6773 -0.4234 0.2421 0.2049
O -5.2293 3.6157 -0.9594 0.2129 0.1514 0.6891
O -6.1030 4.7183 0.7804 0.6683 -0.0843 -1.0889
O -0.4193 1.8555 2.2417 -0.4854 0.4864 -0.8103
O -1.6900 -6.8252 1.3331 -0.0403 -0.0182 -0.1900
O -0.6555 -0.4139 3.0104 -0.2628 -0.4200 -0.3613
O 4.0268 -1.9313 -0.2422 0.0341 0.1211 -0.1063
C 2.8667 0.8797 -0.7899 -0.0278 1.4031 -0.2235
C -3.8722 1.6536 -1.2989 0.5941 -0.0549 0.8381
C -3.8923 3.1757 -1.2424 0.1001 0.0619 -1.2266
C -1.1107 -5.9041 1.8262 0.0062 -0.1889 0.2612
C -1.2632 -5.3659 3.2383 0.1075 0.4884 -0.2060
C 3.7717 1.5728 -1.8385 -0.2180 -0.8056 0.6129
C -5.4474 1.9471 2.8408 0.3125 2.3410 1.0568
C 0.4298 -4.2182 2.0418 0.0543 0.1522 0.0837
C 5.0753 -3.7457 -3.0862 0.0262 -0.1045 0.1006
C 1.6479 1.7413 -0.4190 -0.0985 -0.9774 -0.4056
C 4.0627 -2.7253 -3.5863 0.0414 -0.0935 -0.1238
C -5.0358 1.4491 1.4786 0.0428 -0.3711 0.2429
C -2.8442 0.8579 2.4320 0.0033 0.5080 -1.1638
C 4.7361 -3.8205 -1.5989 0.2460 0.1452 -0.4436
C -0.5976 -3.9947 3.1398 -0.1012 -0.0649 0.1565
C -1.7132 0.7166 -0.3791 -0.2129 0.9095 -0.7827
C -0.9047 1.9365 -0.8177 0.5410 -0.4432 -0.1874
C -5.3161 4.6862 -0.1335 -1.2602 0.1134 1.2056
C 0.4701 1.4666 -1.3516 -0.0395 0.3140 0.2180
C -3.5224 1.5933 1.2489 -0.3667 -0.5024 0.5200
C 4.9989 3.4406 -0.6418 -0.1462 -0.4795 -0.0627
C -3.1971 0.9453 -0.1000 -0.1097 0.1437 0.2513
C 5.0972 2.0482 -1.2634 0.3481 0.5468 -0.5680
C 4.1867 -2.4340 -1.3133 -0.0265 -0.4610 0.2435
H -0.7368 -6.0318 3.9236 -0.0627 -0.0682 -0.0038
H -5.2856 0.3941 1.4136 -0.0679 -0.1672 -0.0174
H 1.3511 1.4496 0.5814 -0.1095 0.3733 0.2765
H -2.3122 -5.3056 3.5124 -0.0168 -0.2328 0.0411
H 1.8995 2.7966 -0.4739 0.0238 0.2053 0.3743
H 5.6054 -4.0205 -0.9801 -0.1289 -0.0449 0.1929
H 4.1356 3.4888 0.0159 -0.0741 0.1532 0.2036
H -4.6792 5.5529 -0.3559 0.3300 -0.2299 -0.2030
H -1.6834 0.0545 -1.2386 0.0888 -0.4415 0.0529
H -5.6291 1.9514 0.7199 -0.1128 0.3709 0.0622
H 4.4224 -2.1554 -4.4397 -0.0572 0.1376 0.0671
H -3.6167 3.5535 -2.2262 -0.0594 0.1333 -0.1419
H 3.1056 -3.1827 -3.8458 -0.0034 -0.0119 0.0294
H -3.3047 -0.1050 2.6198 0.0856 -0.2852 -0.0180
H 4.8650 4.1565 -1.4463 -0.0932 0.2888 -0.0092
H 5.5223 1.3279 -0.5706 -0.1604 -0.2066 0.1957
H -3.2365 2.6374 1.3292 0.0949 0.1873 -0.2296
H 6.0864 -3.3567 -3.2131 -0.0056 0.0136 -0.0233
H -1.4105 2.4124 -1.6502 -0.3543 0.0934 -0.0251
H -0.1587 -3.6453 4.0712 0.0575 0.0186 -0.0309
H -3.3227 1.3571 -2.1852 -0.1946 -0.1987 -0.3040
H 3.4305 0.7061 0.1179 0.2213 -0.2631 0.0944
H -3.1578 3.5914 -0.5632 -0.0771 0.0493 0.4043
H -4.8875 1.2844 -1.3516 -0.2502 0.0808 -0.3557
H 0.6459 -3.3141 1.4781 -0.0078 -0.0731 -0.1294
H 0.6411 1.9139 -2.3287 0.1335 0.1248 -0.1321
H -0.7989 2.6635 -0.0186 0.0538 0.1165 0.1146
H -2.9242 1.4827 3.3129 0.2338 -0.0365 0.2988
H -1.3262 -3.2514 2.8157 0.0426 0.0511 0.0053
H 1.3676 -4.6262 2.4250 -0.0133 -0.0300 0.0055
H 2.5403 -0.0704 -1.1804 -0.1264 -0.3462 0.1188
H 3.2167 2.4100 -2.2581 0.0802 0.1857 -0.2734
H 5.8856 3.7090 -0.0788 0.1519 0.0654 0.0942
H 0.4325 0.3943 -1.5309 -0.0718 -0.2116 -0.0035
H 5.0151 -4.6990 -3.6068 -0.0710 0.0143 -0.0151
H 5.8107 2.1139 -2.0861 0.2022 -0.0171 -0.0515
H 3.9540 -4.5522 -1.3919 0.0076 0.0003 0.0891
H -3.6539 -0.0446 -0.0613 0.0854 -0.2565 0.0836
H 3.9572 0.8542 -2.6293 0.0967 -0.0103 -0.2958
```
Forces are in eV/Å.

orbital gap	10.15	eV
spin multiplicity	1

***

[2]
Computed, not measured: C20H24B2Ba2Br12O16 as an isolated structure in a non-equilibrium geometry, with wB97M-V/def2-TZVPD.

The geometry in XYZ format:
```
76
Properties=species:S:1:pos:R:3:forces:R:3
Ba -0.5827 1.7177 5.9585 0.1853 -0.0434 -1.6407
Ba 4.6351 -0.5545 2.6596 -0.8357 0.7255 -0.2173
Br -0.2117 -6.5107 -0.9731 -0.2219 0.4286 1.0295
Br -4.2350 -3.6708 0.5478 0.0990 -0.3189 -0.0378
Br -0.8198 -4.1314 3.0726 -0.2592 -0.1291 0.3127
Br -2.6512 -1.1700 -6.7960 1.0871 -0.0439 0.9822
Br -3.7439 -0.0877 3.3750 0.2442 -0.2818 0.4607
Br -4.1321 -7.0581 -3.7355 -0.2001 0.9599 0.3789
Br 4.1169 3.6384 -1.1195 -0.4861 -0.6384 -1.0100
Br 3.8305 0.2871 -0.0932 -0.0481 0.5353 -1.3557
Br -1.6055 5.5842 -2.6907 0.7065 -0.4899 0.5676
Br 0.3206 3.3486 1.0205 -0.2824 0.5893 -0.4415
Br -6.2838 -4.6140 -5.5256 0.3761 0.4320 1.2405
Br 1.3234 0.2493 -4.7522 -0.3703 -0.2469 -1.2001
O -1.5210 0.7589 -3.0291 0.2843 -0.2228 0.9174
O 1.4127 2.9350 4.7576 1.0296 0.6541 0.2991
O -1.4460 -1.5126 -0.3678 2.0798 1.6852 2.6618
O 3.5733 1.9430 2.8911 -0.2045 1.0025 1.4664
O -2.2147 -2.1891 -2.3203 1.9331 3.6035 1.6655
O 1.9364 -0.5106 2.4750 -1.4750 -0.9007 -1.5722
O 6.5601 7.3383 5.2529 -1.5074 -3.6136 -0.2445
O -1.2206 0.2279 1.3529 -1.1342 -0.1099 -0.9068
O 3.1015 4.3591 5.4126 -0.8637 -1.9939 -1.0603
O 7.4094 5.0923 7.1973 -3.1521 -0.9884 -2.6883
O 5.4782 4.1584 6.3264 -1.3260 -1.9280 -0.5045
O -0.6105 0.7035 -0.9583 0.1569 -1.1421 1.4616
O 0.7512 -0.7026 0.4709 1.2238 -0.5344 2.2492
O 5.0309 5.6871 4.6737 -0.8101 -0.0250 -0.8318
O 4.8109 3.3556 4.0945 -1.1319 -0.6632 -0.4685
O -0.3945 0.5474 3.4022 -0.7585 0.7105 1.9646
C 3.5002 2.3147 -2.4772 0.1869 -2.3266 2.3020
C -4.3602 -1.9586 1.4123 0.5342 0.1982 0.5555
C -0.3225 4.5986 -1.5747 0.9441 0.4254 0.6929
C -0.3809 0.1259 2.2696 1.5488 0.1800 1.5987
C 6.0928 6.2072 5.3130 1.2772 1.1311 1.5019
C 2.8294 1.0294 -1.7347 -0.2574 1.3577 -0.7428
C -0.9857 4.1637 -0.2924 -0.7658 -1.5966 -0.3672
C -3.3278 -1.8572 2.6027 -1.6623 0.0979 -1.8133
C 2.5465 3.4366 4.6601 0.2953 0.2712 0.7371
C -1.6798 -1.2989 -1.6187 -2.7035 -2.7573 -4.2347
C -0.7743 -5.1821 0.3931 -0.3390 0.3009 -0.2879
C -5.6526 -4.5297 -3.6080 -1.3408 -0.4776 0.1478
C 0.0145 -0.1169 -6.2422 -1.4523 -1.2662 -0.3496
C -4.2730 -5.0610 -3.5078 0.9654 -1.0335 -1.4369
C 0.9041 -0.4921 1.7707 2.1174 0.4793 -0.5906
C 6.4816 5.0179 6.3838 2.6953 3.2765 1.5875
C 3.6731 2.8682 3.7165 0.6042 -1.7994 -0.7765
C -0.9478 -1.2700 -5.7715 1.2383 1.3743 0.0048
C 0.0413 -5.1987 1.7081 0.7586 0.0291 -1.3062
C -1.2653 0.2114 -1.9977 -0.9780 -1.3166 -1.4400
B -0.6204 -0.3564 0.1291 -1.6661 0.4634 -2.4304
B 4.5974 4.3513 5.1367 2.8978 3.7984 1.5995
H 0.4081 -0.5201 -7.1753 1.0938 0.6976 0.2524
H -5.4026 -1.8634 1.7165 0.2633 -0.0012 0.3372
H 2.7704 0.1479 -2.3731 0.3915 0.1159 0.0008
H -0.4747 -2.2290 -5.9828 -0.3226 0.0620 -0.0055
H 0.5612 5.1728 -1.2965 -0.2515 0.7088 -0.5082
H 4.3622 1.8585 -2.9639 0.0903 0.7754 -0.1715
H 0.2774 -6.2148 2.0242 -0.7098 0.0417 0.3345
H 1.0153 -4.7094 1.7006 -0.0650 -0.0357 -0.7799
H -6.4272 -5.1010 -3.0965 0.2711 -0.1943 0.0105
H 1.8268 1.2007 -1.3428 0.2465 0.2475 0.2654
H -1.5625 3.2823 -0.5729 -0.2795 0.0632 0.4305
H -3.6480 -4.7839 -2.6588 -0.4769 -0.0156 0.1056
H -1.8406 -5.2466 0.6097 0.1027 -1.0374 0.1682
H 2.7892 2.7508 -3.1789 0.0178 -0.0432 0.2487
H -4.1863 -1.2145 0.6350 0.2430 0.0036 0.2288
H 0.0813 3.7363 -2.1051 -0.5108 -0.0129 -0.2173
H -5.6906 -3.5432 -3.1460 -0.0264 0.3549 -0.7607
H -0.5387 0.8002 -6.4448 0.3122 0.0013 0.3733
H -3.5146 -2.6664 3.3086 0.1568 0.3994 0.1596
H -1.6390 4.8587 0.2350 0.5820 0.1724 -0.0491
H -3.7993 -4.7262 -4.4306 0.5064 0.0535 0.3450
H -0.8293 -4.2785 -0.2140 0.9275 0.4131 0.4916
H -0.9319 -1.0796 -4.6984 -1.5485 -0.6065 -0.0129
H -2.3150 -1.8545 2.1999 -0.2506 0.0147 0.3234
```
Forces are in eV/Å.

energy relative to the best compared isomer or geometry (same formula, charge and spin)	616.47	kJ/mol
total charge	+2
orbital gap	4.74	eV
spin multiplicity	1

***

[3]
Computed, not measured: a 2-piece molecular cluster, C3H10NO2S2 overall in a non-equilibrium geometry, with wB97M-V/def2-TZVPD.

The geometry in XYZ format:
```
18
Properties=species:S:1:pos:R:3:forces:R:3
S -0.9100 1.5646 2.2090 -0.6690 -0.4072 0.1126
S 0.8158 2.4647 2.7268 0.6286 0.2925 -0.0094
O 1.7090 -0.1339 -1.3627 -0.0914 -0.0854 0.2981
O -0.5617 -0.4538 -3.1265 0.1327 0.6584 -0.1378
N -0.5689 -1.3568 -0.5740 1.0499 -0.0201 0.3413
C 1.2468 0.3191 -0.3462 0.4416 -0.2784 -0.5458
C -0.1602 -0.0652 0.0848 -0.4491 0.5252 0.0255
C -0.4043 -0.0843 1.6012 1.3814 0.1637 0.2027
H -1.0299 -0.0577 -3.8749 -0.1239 -0.3019 0.0861
H -0.4767 -2.0876 0.1292 -0.7249 -0.2414 -0.0268
H -0.7696 0.7362 -0.3490 -0.1556 -0.2316 -0.0718
H -1.0621 -0.8811 1.9513 -0.3857 0.2492 -0.2051
H 0.5591 -0.2767 2.0928 -0.2266 -0.0890 0.0053
H 0.9718 2.0819 4.0109 -0.2349 -0.0998 -0.0765
H 0.0581 -1.6522 -1.3323 0.2002 0.6078 -0.2712
H 1.8130 1.0535 0.2481 -0.2966 -0.0183 0.2001
H -1.4791 -1.2504 -1.0037 -0.4126 -0.3758 0.0571
H 0.2490 0.0797 -3.0849 -0.0641 -0.3479 0.0157
```
Forces are in eV/Å.

energy relative to the best compared isomer or geometry (same formula, charge and spin)	51.09	kJ/mol
total charge	+1
orbital gap	9.32	eV
spin multiplicity	1

***

[4]
Computed, not measured: a 2-piece molecular cluster, C9H13NO2 overall in a non-equilibrium geometry, with wB97M-V/def2-TZVPD.

The geometry in XYZ format:
```
25
Properties=species:S:1:pos:R:3:forces:R:3
O 2.4519 -0.5184 1.8819 -0.3958 0.0362 -1.8264
O -1.3850 -2.2214 1.3419 0.5934 -0.6430 0.8170
N 3.1550 -2.2200 0.6038 0.2090 -1.7293 1.5956
C -1.7973 1.4489 -0.5057 -1.2714 -1.5265 -1.6674
C -0.5598 1.1135 0.0415 -2.3999 2.8107 -0.2016
C -2.7782 0.4314 -0.6490 0.1827 -1.2455 1.0619
C -2.7587 -0.7873 0.0829 2.7321 1.3698 -0.6900
C -0.5426 -0.0217 0.6891 3.2115 -6.0656 2.8642
C -1.9523 2.7583 -1.1198 1.5060 4.9282 -0.2070
C -1.5541 -1.0041 0.7397 0.1665 0.5840 0.4828
C 2.6690 -0.9275 0.7375 2.7023 -1.1971 1.2537
C 2.7319 -0.1561 -0.5622 -4.2808 0.0018 -0.4272
H 3.3112 -2.7963 1.4651 -0.5450 1.3624 -0.9064
H 3.6839 0.2977 -0.7216 0.7634 -0.0645 -0.1973
H -2.3213 2.9297 -2.1590 0.0712 -0.9063 0.6782
H -3.3533 -1.6487 -0.1089 -0.9203 -0.1429 -0.0554
H -0.6482 -2.3510 1.9972 -0.8837 0.9797 -1.2203
H -2.5816 3.5467 -0.4946 1.1788 -1.7574 -0.9530
H 0.4598 -0.4364 1.0900 -1.9062 1.1207 -0.2293
H 3.6321 -2.6943 -0.1535 -0.5153 0.9742 -0.4779
H -3.5333 0.3274 -1.3997 -0.6365 1.4456 -0.3886
H 2.3560 -0.9127 -1.4403 1.0536 2.2915 1.9771
H -0.8402 3.2455 -1.1464 -2.6149 -0.8357 0.0158
H 1.9640 0.7249 -0.3655 1.5514 -1.8223 -1.0307
H 0.1911 1.8720 0.1555 0.4479 0.0314 -0.2677
```
Forces are in eV/Å.

energy relative to the best compared isomer or geometry (same formula, charge and spin)	247.05	kJ/mol
orbital gap	8.67	eV
spin multiplicity	1

***

[5]
Computed, not measured: a 2-piece molecular cluster, C8H20N2O4P overall in a non-equilibrium geometry, with wB97M-V/def2-TZVPD.

The geometry in XYZ format:
```
35
Properties=species:S:1:pos:R:3:forces:R:3
P -0.8923 0.6426 0.6923 -0.9892 -0.1264 -1.1557
O -0.6897 1.6363 -0.4490 0.2492 -0.4619 1.4330
O 4.2044 0.3198 -1.3300 -2.7608 -0.0464 -1.9180
O -3.6722 0.7887 0.1863 -0.2078 -1.9882 -0.3589
O -0.0660 -0.5915 0.8524 0.7461 0.2841 0.3638
N 5.2944 0.7134 -0.6755 0.2600 0.2095 2.9723
N -3.4830 2.1531 0.2982 0.8770 0.8626 -0.8677
C 3.0413 0.2138 -0.8091 0.4339 -0.7109 1.1142
C 3.7189 -0.9087 1.3030 1.2437 0.9800 2.9481
C -2.5644 -0.1090 0.4926 -0.8848 -0.7447 0.6479
C -2.9140 -1.0197 1.7093 -0.9378 1.1135 -0.1079
C 2.9043 0.2328 0.6619 -0.9095 1.3873 2.4850
C 1.8102 0.0701 -1.6090 -0.0573 -1.4317 1.9982
C -2.4632 -1.0939 -0.6739 0.2309 -0.0883 -0.7069
C -2.6333 -0.3249 -1.9781 -1.4302 1.1061 0.2856
H -3.5732 2.3002 1.2633 -0.1410 0.8021 1.7944
H 3.3472 1.2490 1.0486 -0.4080 -1.7066 -0.7205
H 5.9522 0.7731 -1.3967 1.1239 0.0376 -1.5616
H -2.4959 2.3618 0.0736 -0.4511 -0.0265 -0.2667
H 3.4416 -0.9714 2.4680 0.7096 0.2260 -2.4960
H 1.3355 -0.9354 -1.6703 0.6326 0.3950 0.3950
H 1.1101 0.6632 -1.0372 -0.5245 0.3005 -0.4133
H -3.7486 -0.1972 -2.1959 1.5411 -0.1642 0.0079
H -2.6242 -0.5883 2.6744 0.1404 -0.1932 -0.0738
H 4.8182 -0.6452 1.1936 -1.2575 -0.4289 0.3268
H -3.2381 -1.8977 -0.5546 0.6921 0.5294 -0.1624
H -4.0256 -1.1716 1.7431 0.8735 0.0827 -0.2027
H 3.6118 -1.9184 0.9412 -0.5638 -0.1658 -0.5541
H -1.4337 -1.5355 -0.6880 -1.0263 0.0695 0.3792
H -2.4267 -1.9629 1.5085 0.1836 -0.2331 0.4935
H -2.2171 0.7169 -1.7896 -0.2869 -1.4336 -0.8756
H -1.0477 1.2860 1.9431 0.2680 0.2930 0.0812
H -2.1343 -0.8825 -2.7629 0.0165 0.3141 -0.4705
H 1.9530 0.4128 -2.5525 0.2751 1.1738 -2.9647
H 1.8000 0.2200 1.1188 2.3393 -0.2163 -1.8491
```
Forces are in eV/Å.

energy relative to the best compared isomer or geometry (same formula, charge and spin)	61.10	kJ/mol
total charge	-1
orbital gap (spin up / spin down)	8.04 / 8.03	eV
spin multiplicity	1

***

- What is the spin multiplicity in the first record?
  1

***

Repeat the fourth record exactly.
Computed, not measured: a 2-piece molecular cluster, C9H13NO2 overall in a non-equilibrium geometry, with wB97M-V/def2-TZVPD.

The geometry in XYZ format:
```
25
Properties=species:S:1:pos:R:3:forces:R:3
O 2.4519 -0.5184 1.8819 -0.3958 0.0362 -1.8264
O -1.3850 -2.2214 1.3419 0.5934 -0.6430 0.8170
N 3.1550 -2.2200 0.6038 0.2090 -1.7293 1.5956
C -1.7973 1.4489 -0.5057 -1.2714 -1.5265 -1.6674
C -0.5598 1.1135 0.0415 -2.3999 2.8107 -0.2016
C -2.7782 0.4314 -0.6490 0.1827 -1.2455 1.0619
C -2.7587 -0.7873 0.0829 2.7321 1.3698 -0.6900
C -0.5426 -0.0217 0.6891 3.2115 -6.0656 2.8642
C -1.9523 2.7583 -1.1198 1.5060 4.9282 -0.2070
C -1.5541 -1.0041 0.7397 0.1665 0.5840 0.4828
C 2.6690 -0.9275 0.7375 2.7023 -1.1971 1.2537
C 2.7319 -0.1561 -0.5622 -4.2808 0.0018 -0.4272
H 3.3112 -2.7963 1.4651 -0.5450 1.3624 -0.9064
H 3.6839 0.2977 -0.7216 0.7634 -0.0645 -0.1973
H -2.3213 2.9297 -2.1590 0.0712 -0.9063 0.6782
H -3.3533 -1.6487 -0.1089 -0.9203 -0.1429 -0.0554
H -0.6482 -2.3510 1.9972 -0.8837 0.9797 -1.2203
H -2.5816 3.5467 -0.4946 1.1788 -1.7574 -0.9530
H 0.4598 -0.4364 1.0900 -1.9062 1.1207 -0.2293
H 3.6321 -2.6943 -0.1535 -0.5153 0.9742 -0.4779
H -3.5333 0.3274 -1.3997 -0.6365 1.4456 -0.3886
H 2.3560 -0.9127 -1.4403 1.0536 2.2915 1.9771
H -0.8402 3.2455 -1.1464 -2.6149 -0.8357 0.0158
H 1.9640 0.7249 -0.3655 1.5514 -1.8223 -1.0307
H 0.1911 1.8720 0.1555 0.4479 0.0314 -0.2677
```
Forces are in eV/Å.

energy relative to the best compared isomer or geometry (same formula, charge and spin)	247.05	kJ/mol
orbital gap	8.67	eV
spin multiplicity	1